[1]
ORCA calculation (ωB97M-V/def2-TZVPD) on the ion CH2NO2 with charge -1 in a non-equilibrium geometry.

CARTESIAN COORDINATES (ANGSTROEM)
C1 -0.66 1.25 1.05
N1 -0.04 0.15 0.20
O1 -1.89 1.16 1.21
O2 0.21 2.03 1.45
H1 -0.89 0.13 -0.49
H2 0.85 0.40 -0.30

**Lowest unoccupied orbital energy**: 4.77 eV
**Frontier orbital gap**: 8.6 eV
**SMILES**: NC(=O)[O-]
**Relative energy (zero: lowest compared OMol25 entry of this formula, charge and spin)**: 10.0 kcal/mol
**Net charge**: -1

[2]
ORCA calculation (ωB97M-V/def2-TZVPD) on a cluster of 6 separate species, C29H52ClFN2O8S5 in total in a non-equilibrium geometry.

CARTESIAN COORDINATES (ANGSTROEM)
C1 -0.11 -1.74 2.48
C2 -0.15 -3.04 1.71
C3 -1.21 -3.32 0.45
C4 -1.65 -1.79 -0.08
C5 -3.07 -1.22 0.53
C6 -3.57 0.28 0.10
C7 -5.00 0.80 0.78
C8 -6.27 -0.11 0.24
C9 -7.73 0.63 0.44
O1 -6.06 -0.63 -1.15
C10 -2.64 1.18 -0.92
C11 -3.10 2.72 -1.35
C12 -4.54 2.79 -2.13
C13 -5.03 4.39 -2.05
O2 -3.97 5.33 -2.46
C14 -4.00 5.58 -3.91
C15 -4.90 6.73 -4.68
O3 -3.19 4.80 -4.66
C16 -1.20 0.57 -1.52
N1 -0.43 1.47 -2.44
C17 0.87 0.87 -2.89
Cl1 2.00 1.87 -4.00
C18 1.34 -0.62 -2.44
F1 2.68 -1.09 -2.96
N2 0.59 -1.59 -1.56
C19 -0.68 -0.91 -1.11
H1 -1.10 -1.39 3.02
H2 0.88 -1.07 2.53
H3 0.66 -3.85 2.05
H4 -0.76 -3.98 -0.40
H5 -2.18 -3.82 0.93
H6 -3.69 -1.89 1.27
H7 -5.16 1.96 0.61
H8 -4.90 0.59 1.95
H9 -6.30 -1.09 0.93
H10 -7.78 1.27 1.44
H11 -8.52 -0.25 0.57
H12 -8.07 1.27 -0.48
H13 -6.26 -1.61 -1.18
H14 -2.31 3.28 -2.01
H15 -3.19 3.35 -0.35
H16 -4.51 2.52 -3.27
H17 -5.41 2.18 -1.62
H18 -5.26 4.63 -0.90
H19 -6.06 4.56 -2.62
H20 -5.98 6.37 -4.98
H21 -4.96 7.76 -4.09
H22 -4.33 6.99 -5.70
C20 -11.69 3.91 2.13
S1 -11.33 2.14 2.05
O4 -9.86 1.99 1.83
C21 -12.15 1.86 0.45
H23 -11.24 4.32 3.04
H24 -11.27 4.42 1.26
H25 -12.77 4.07 2.16
H26 -11.70 2.49 -0.31
H27 -13.21 2.08 0.54
H28 -12.02 0.81 0.18
C22 4.70 -4.75 0.77
S2 3.08 -5.55 0.75
O5 2.21 -4.84 1.75
C23 3.63 -7.10 1.51
H29 4.59 -3.74 0.37
H30 5.08 -4.69 1.79
H31 5.39 -5.31 0.14
H32 4.07 -6.91 2.48
H33 4.36 -7.59 0.85
H34 2.76 -7.76 1.63
C24 5.93 4.50 -1.54
S3 5.13 3.41 -0.34
O6 6.16 3.00 0.66
C25 4.88 2.03 -1.48
H35 6.21 5.43 -1.03
H36 6.83 4.03 -1.93
H37 5.24 4.73 -2.35
H38 5.84 1.70 -1.88
H39 4.22 2.34 -2.29
H40 4.42 1.21 -0.93
C26 7.98 0.99 3.43
S4 8.02 -0.61 2.58
O7 7.95 -1.68 3.62
C27 9.74 -0.49 2.03
H41 7.00 1.11 3.89
H42 8.75 1.01 4.21
H43 8.15 1.79 2.71
H44 10.40 -0.38 2.89
H45 9.85 0.36 1.35
H46 10.00 -1.41 1.50
C28 9.75 -6.08 -0.28
S5 8.40 -6.24 0.92
O8 7.12 -5.95 0.20
C29 8.83 -4.77 1.88
H47 9.65 -6.88 -1.02
H48 9.68 -5.11 -0.80
H49 10.71 -6.16 0.23
H50 8.82 -3.88 1.24
H51 9.82 -4.90 2.32
H52 8.09 -4.65 2.67

**Lowest unoccupied orbital energy**: -1.03 eV
**Frontier orbital gap**: 5.9 eV

[3]
ORCA calculation (ωB97M-V/def2-TZVPD) on a structure of composition C33H52FeN3O3P2 in a non-equilibrium geometry.

CARTESIAN COORDINATES (ANGSTROEM)
C1 2.18 -2.21 0.65
C2 2.08 -1.43 -1.57
C3 2.94 -3.32 0.27
C4 3.01 -2.43 -1.96
C5 3.43 -3.37 -1.04
H1 3.14 -4.08 1.01
H2 3.29 -2.45 -3.02
H3 4.12 -4.15 -1.34
N1 1.92 -1.21 -0.21
P1 1.28 -0.26 2.28
P2 0.13 0.59 -2.28
C6 1.51 -2.09 2.00
H4 0.52 -2.57 1.96
H5 2.06 -2.60 2.80
C7 1.22 -0.79 -2.47
H6 1.44 -1.04 -3.52
C8 -1.17 -0.26 -3.52
C9 0.65 2.30 -3.05
C10 -0.07 -0.21 3.58
C11 3.01 0.26 2.87
C12 -2.52 0.08 -2.90
H7 -2.67 1.16 -2.79
H8 -3.32 -0.30 -3.55
H9 -2.64 -0.38 -1.91
C13 -1.06 0.23 -4.97
H10 -1.20 1.30 -5.12
H11 -0.11 -0.07 -5.42
H12 -1.85 -0.28 -5.55
C14 -0.99 -1.78 -3.66
H13 -1.86 -2.19 -4.19
H14 -0.10 -2.04 -4.26
H15 -0.90 -2.30 -2.70
C15 -0.64 3.10 -3.31
H16 -1.16 3.31 -2.36
H17 -0.38 4.06 -3.77
H18 -1.35 2.59 -3.97
C16 1.49 3.12 -2.06
H19 0.91 3.38 -1.17
H20 2.39 2.58 -1.75
H21 1.80 4.05 -2.55
C17 1.50 2.08 -4.30
H22 0.97 1.57 -5.11
H23 1.80 3.07 -4.68
H24 2.40 1.52 -4.06
C18 2.90 1.54 3.71
H25 3.92 1.90 3.92
H26 2.38 2.34 3.16
H27 2.41 1.38 4.67
C19 3.91 0.55 1.65
H28 4.01 -0.33 0.99
H29 3.53 1.39 1.05
H30 4.91 0.82 2.01
C20 3.68 -0.86 3.69
H31 4.61 -0.47 4.11
H32 3.05 -1.21 4.52
H33 3.94 -1.72 3.06
C21 -1.31 -0.93 3.04
H34 -1.13 -1.99 2.85
H35 -2.12 -0.85 3.79
H36 -1.66 -0.46 2.11
C22 -0.46 1.25 3.87
H37 -0.91 1.71 2.98
H38 -1.22 1.24 4.67
H39 0.38 1.87 4.20
C23 0.45 -0.90 4.85
H40 0.75 -1.94 4.66
H41 1.28 -0.36 5.32
H42 -0.37 -0.93 5.58
Fe1 0.79 0.36 0.14
C24 0.55 2.07 0.77
O1 0.88 3.07 1.28
N2 -0.62 -0.75 -0.14
C25 -0.97 -1.77 -0.66
C26 -1.95 -2.81 -0.48
C27 -3.16 -2.49 0.17
C28 -1.73 -4.12 -0.95
C29 -4.14 -3.47 0.35
H43 -3.33 -1.48 0.53
C30 -2.73 -5.09 -0.80
H44 -0.77 -4.35 -1.42
C31 -3.93 -4.77 -0.15
H45 -5.06 -3.22 0.88
H46 -2.56 -6.10 -1.17
H47 -4.71 -5.53 -0.05
N3 -3.71 4.98 0.92
C32 -3.11 3.80 1.59
C33 -2.18 3.22 0.53
O2 -2.07 3.89 -0.53
O3 -1.59 2.13 0.82
H48 -3.16 5.05 0.01
H49 -3.64 5.82 1.50
H50 -4.70 4.82 0.73
H51 -2.56 4.12 2.48
H52 -3.90 3.09 1.88

**Lowest unoccupied orbital energy (spin up / spin down)**: -2.29 / -4.03 eV
**Frontier orbital gap (spin up / spin down)**: 6.0 / 4.9 eV
**Spin multiplicity**: 5
**⟨S²⟩**: 6.20
**Relative energy (zero: lowest compared OMol25 entry of this formula, charge and spin)**: 59.1 kcal/mol
**Net charge**: +1

[4]
ORCA calculation (ωB97M-V/def2-TZVPD) on a structure of composition C58H58LaN6O6PSe in a non-equilibrium geometry.

CARTESIAN COORDINATES (ANGSTROEM)
La1 -0.98 0.46 0.79
C1 0.92 2.48 -4.19
N1 0.28 2.66 -2.91
C2 -0.02 1.66 -2.01
N2 -0.86 2.08 -1.07
C3 -1.04 3.50 -1.33
C4 -0.30 3.85 -2.42
C5 -0.07 5.13 -3.10
C6 -1.14 6.01 -3.20
C7 -1.01 7.15 -3.98
C8 0.21 7.45 -4.55
C9 1.36 6.66 -4.33
C10 1.24 5.57 -3.53
C11 -1.69 4.36 -0.29
C12 -1.01 5.51 0.14
C13 -1.51 6.28 1.17
C14 -2.62 5.81 1.89
C15 -3.35 4.71 1.43
C16 -2.90 4.02 0.29
P1 0.96 0.05 -1.92
C17 2.78 0.47 -1.14
N3 3.06 1.15 -0.03
C18 4.44 1.31 -0.03
C19 4.99 0.86 -1.21
N4 3.88 0.33 -1.96
C20 3.82 -0.60 -3.06
C21 6.39 0.72 -1.63
C22 7.36 0.28 -0.70
C23 8.64 -0.18 -1.10
C24 8.89 -0.34 -2.43
C25 7.94 0.16 -3.43
C26 6.77 0.71 -2.99
C27 5.12 1.96 1.15
C28 6.27 2.86 1.03
C29 6.83 3.34 2.21
C30 6.49 2.91 3.46
C31 5.37 2.07 3.62
C32 4.70 1.66 2.47
C33 -0.45 -1.24 -1.83
N5 -0.96 -1.67 -0.69
C34 -1.33 -3.03 -0.86
C35 -1.22 -3.33 -2.17
N6 -0.60 -2.24 -2.79
C36 -0.21 -2.05 -4.19
C37 -1.47 -4.60 -2.79
C38 -1.90 -4.82 -4.09
C39 -1.63 -6.04 -4.71
C40 -0.83 -6.97 -4.10
C41 -0.61 -6.86 -2.71
C42 -1.00 -5.73 -2.04
C43 -1.75 -3.80 0.30
C44 -3.03 -4.40 0.23
C45 -3.51 -5.14 1.34
C46 -2.74 -5.27 2.50
C47 -1.44 -4.73 2.52
C48 -0.95 -4.00 1.40
H1 1.13 1.37 -4.32
H2 0.38 2.79 -5.14
H3 1.91 3.06 -4.15
H4 -2.03 5.74 -2.65
H5 -1.85 7.74 -4.23
H6 0.28 8.36 -5.09
H7 2.36 6.98 -4.68
H8 2.09 4.99 -3.23
H9 -0.05 5.81 -0.34
H10 -1.11 7.29 1.31
H11 -2.94 6.34 2.85
H12 -4.30 4.43 1.92
H13 -3.39 3.14 -0.14
H14 4.18 -1.62 -2.79
H15 2.76 -0.67 -3.36
H16 4.35 -0.18 -3.95
H17 7.07 0.20 0.36
H18 9.42 -0.38 -0.39
H19 9.79 -0.79 -2.80
H20 8.13 0.22 -4.54
H21 6.18 1.26 -3.72
H22 6.70 3.08 0.03
H23 7.54 4.13 2.15
H24 6.88 3.33 4.38
H25 5.01 1.63 4.56
H26 3.78 1.15 2.72
H27 0.25 -1.06 -4.28
H28 0.54 -2.86 -4.42
H29 -1.04 -2.01 -4.88
H30 -2.45 -4.07 -4.60
H31 -2.14 -6.23 -5.67
H32 -0.37 -7.79 -4.69
H33 -0.17 -7.70 -2.15
H34 -0.82 -5.67 -0.94
H35 -3.67 -4.22 -0.62
H36 -4.52 -5.53 1.34
H37 -3.26 -5.64 3.40
H38 -0.79 -4.80 3.43
H39 0.09 -3.51 1.39
O1 -1.95 2.11 2.48
H40 -2.15 3.06 2.29
H41 -2.81 1.65 2.74
O2 0.90 2.01 1.47
H42 1.09 2.54 2.29
H43 1.78 1.77 1.09
O3 -3.37 0.33 0.07
H44 -3.93 0.34 0.91
H45 -3.80 0.80 -0.69
O4 0.30 -0.92 2.46
H46 -0.21 -1.61 2.93
H47 1.15 -1.24 2.17
Se1 1.82 -1.64 -0.34
C49 -6.37 -4.47 6.23
C50 -5.63 -3.51 5.35
C51 -4.33 -3.13 5.77
C52 -3.60 -2.21 4.98
C53 -2.17 -1.90 5.50
C54 -4.17 -1.72 3.78
C55 -5.49 -2.10 3.40
C56 -6.22 -1.79 2.13
C57 -6.17 -3.01 4.20
C58 -3.44 -0.62 2.99
O5 -4.17 0.38 2.70
O6 -2.26 -0.78 2.54
H48 -7.38 -4.12 6.35
H49 -5.91 -4.56 7.21
H50 -6.44 -5.44 5.76
H51 -3.94 -3.44 6.71
H52 -2.16 -1.87 6.59
H53 -1.79 -1.02 5.03
H54 -1.48 -2.67 5.11
H55 -5.84 -2.50 1.35
H56 -5.95 -0.78 1.77
H57 -7.28 -1.95 2.25
H58 -7.12 -3.46 3.94

**Lowest unoccupied orbital energy (spin up / spin down)**: -0.06 / -0.06 eV
**Frontier orbital gap (spin up / spin down)**: 5.0 / 5.0 eV

[5]
ORCA calculation (ωB97M-V/def2-TZVPD) on an isolated molecule of C3H4ClN3O in a non-equilibrium geometry.

CARTESIAN COORDINATES (ANGSTROEM)
C1 -0.99 -1.08 0.28
C2 -0.15 0.06 0.16
C3 1.21 0.10 0.07
H1 -2.53 -0.02 -0.41
H2 -1.00 -1.47 1.32
H3 -0.45 -1.95 -0.19
H4 2.38 1.72 -0.15
N1 -0.57 1.28 -0.05
N2 0.40 2.11 -0.19
N3 1.51 1.37 -0.12
O1 -2.16 -0.96 -0.51
Cl1 2.32 -1.16 -0.21

**Lowest unoccupied orbital energy**: 0.56 eV
**Frontier orbital gap**: 10.1 eV
**SMILES**: OCc1nn[nH]c1Cl
**Relative energy (zero: lowest compared OMol25 entry of this formula, charge and spin)**: 53.1 kcal/mol